56
Properties=species:S:1:pos:R:3 method="wB97M-V/def2-TZVPD" spin_multiplicity=1 lumo_energy_ev=0.6 smiles="CSCC[C@H]1N[C@]2(C(=O)Nc3c(C)cc(Cl)cc32)[C@@H]2C(=O)N(C3CCCC3)C(=O)[C@@H]21" energy_ev=-57209.40360 relative_energy_kcal_mol=0.0
C -4.799 4.096 0.369
S -2.992 4.178 0.184
C -2.808 3.323 -1.416
C -2.872 1.809 -1.272
C -1.639 1.258 -0.561
N -1.853 -0.131 -0.170
C -0.559 -0.738 0.080
C 0.018 -0.435 1.484
O 0.161 0.655 1.987
N 0.311 -1.626 2.069
C -0.002 -2.705 1.252
C 0.162 -4.059 1.508
C 0.779 -4.544 2.783
C -0.271 -4.935 0.519
C -0.840 -4.470 -0.658
Cl -1.370 -5.612 -1.842
C -0.992 -3.112 -0.911
C -0.563 -2.239 0.062
C 0.340 -0.098 -1.009
C 1.659 0.389 -0.427
O 2.505 -0.307 0.073
N 1.710 1.752 -0.583
C 2.776 2.611 -0.087
C 4.149 2.250 -0.681
C 5.120 2.365 0.492
C 4.292 1.855 1.668
C 2.931 2.513 1.444
C 0.600 2.284 -1.207
O 0.471 3.443 -1.498
C -0.387 1.163 -1.461
H -5.126 3.061 0.416
H -5.272 4.610 -0.463
H -5.038 4.599 1.300
H -3.593 3.693 -2.075
H -1.837 3.638 -1.796
H -2.965 1.346 -2.257
H -3.756 1.528 -0.696
H -1.416 1.902 0.306
H -2.473 -0.211 0.629
H 0.749 -1.704 2.973
H 1.789 -4.150 2.889
H 0.194 -4.213 3.641
H 0.828 -5.629 2.797
H -0.166 -5.999 0.668
H -1.437 -2.759 -1.827
H 0.528 -0.816 -1.808
H 2.471 3.619 -0.382
H 4.414 2.898 -1.516
H 4.130 1.219 -1.035
H 6.028 1.787 0.332
H 5.394 3.409 0.653
H 4.723 2.114 2.633
H 4.193 0.772 1.601
H 2.112 1.948 1.887
H 2.920 3.515 1.873
H -0.675 1.145 -2.513

58
Properties=species:S:1:pos:R:3 method="wB97M-V/def2-TZVPD" spin_multiplicity=4 lumo_energy_ev="-6.2 / -6.5" energy_ev=-67285.86116 charge=+2 relative_energy_kcal_mol=7.6
Cr -0.254 -0.062 -0.627
C -2.995 -1.597 2.404
C -2.368 -0.764 1.474
N -1.314 -1.156 0.775
C -0.852 -2.419 0.936
C -1.412 -3.318 1.845
C -2.512 -2.868 2.599
C -0.865 -4.642 1.945
C 0.157 -5.029 1.153
C 0.725 -4.130 0.187
C 1.757 -4.494 -0.696
C 2.222 -3.577 -1.604
C 1.667 -2.295 -1.625
N 0.703 -1.917 -0.800
C 0.229 -2.827 0.091
H -3.851 -1.231 2.953
H -2.719 0.243 1.287
H -2.977 -3.532 3.316
H -1.297 -5.327 2.662
H 0.560 -6.031 1.222
H 2.171 -5.494 -0.656
H 3.007 -3.825 -2.304
H 2.026 -1.555 -2.328
C -1.095 3.087 0.313
O -0.725 1.755 0.710
C -0.088 1.673 1.988
C 1.386 1.461 1.775
O 1.525 0.399 0.826
C 2.903 0.042 0.660
H -1.860 3.471 0.988
H -1.492 3.020 -0.694
H -0.227 3.749 0.335
H -0.518 0.820 2.513
H -0.279 2.572 2.575
H 1.884 1.197 2.711
H 1.867 2.363 1.378
H 3.275 -0.437 1.566
H 3.498 0.934 0.449
H 2.980 -0.644 -0.176
C -3.519 -0.597 -3.387
O -2.290 -1.101 -2.769
C -1.724 -0.336 -1.897
O -2.094 0.771 -1.514
H -3.787 -1.340 -4.128
H -3.325 0.369 -3.844
H -4.289 -0.510 -2.625
N 2.821 3.904 -2.664
C 2.149 2.764 -2.904
C 1.496 2.048 -1.877
N 0.841 0.926 -2.140
C 0.808 0.484 -3.408
C 1.464 1.194 -4.399
N 2.125 2.313 -4.160
H 2.834 4.344 -1.763
H 3.236 4.387 -3.444
H 1.510 2.395 -0.853
H 0.253 -0.419 -3.620
H 1.445 0.844 -5.424

62
Properties=species:S:1:pos:R:3 method="wB97M-V/def2-TZVPD" spin_multiplicity=1 lumo_energy_ev=-5.8 smiles="CC(=O)OCCCc1n[n+](S(=O)(=O)C(F)(F)F)c(COC(C)=O)c(Cc2ccccc2C)c1COO" energy_ev=-61548.01936 charge=+1
C -5.757 6.317 2.023
C -5.063 4.981 1.367
O -4.140 5.114 0.388
O -5.468 3.639 1.814
C -4.316 2.941 2.406
C -3.420 2.099 1.275
C -2.907 0.735 2.036
C -1.399 0.223 1.515
N -0.317 0.676 2.369
N 0.857 0.187 1.920
S 2.181 0.740 2.986
O 1.684 1.881 3.966
O 3.356 1.395 2.230
C 2.725 -0.632 4.202
F 1.783 -1.804 4.057
F 4.151 -1.003 4.050
F 2.529 -0.172 5.628
C 1.162 -0.671 0.779
C 2.710 -1.196 0.456
O 3.211 -2.174 1.457
C 4.374 -2.919 0.960
C 5.453 -2.437 -0.172
O 4.607 -4.127 1.539
C 0.054 -1.194 -0.274
C 0.228 -2.110 -1.613
C 1.095 -1.243 -2.747
C 1.313 0.403 -2.660
C 2.209 1.257 -3.777
C 2.952 0.522 -5.080
C 2.725 -1.122 -5.178
C 1.832 -1.977 -4.057
C 1.719 -3.598 -4.328
C -1.405 -0.656 0.194
C -2.807 -0.972 -0.598
O -3.496 -2.053 0.171
O -3.526 -3.164 -0.511
H -4.980 6.905 2.682
H -6.660 6.030 2.721
H -6.113 7.077 1.174
H -4.767 2.130 3.154
H -3.614 3.617 3.061
H -4.194 1.777 0.431
H -2.531 2.728 0.847
H -3.706 -0.139 1.951
H -2.862 1.005 3.198
H 2.770 -1.794 -0.577
H 3.467 -0.289 0.279
H 6.540 -2.749 0.174
H 5.239 -3.092 -1.147
H 5.360 -1.322 -0.516
H 0.805 -3.104 -1.371
H -0.788 -2.388 -2.149
H 0.852 1.058 -1.786
H 2.388 2.430 -3.696
H 3.595 1.152 -5.835
H 3.269 -1.649 -6.098
H 2.091 -4.179 -3.373
H 0.558 -3.846 -4.453
H 2.276 -3.883 -5.317
H -2.668 -1.372 -1.694
H -3.559 -0.061 -0.599
H -3.653 -3.929 0.147

56
Properties=species:S:1:pos:R:3 method="wB97M-V/def2-TZVPD" spin_multiplicity=1 lumo_energy_ev=0.6 smiles="Cc1ccc(C(=O)N2CCC[C@@H](N3CCN(c4cccc(C(F)(F)F)c4)CC3)C2)s1" energy_ev=-48742.42892
C -1.400 5.378 6.489
C -0.671 4.432 5.603
C 0.651 4.106 5.624
C 1.010 3.176 4.627
C -0.043 2.801 3.843
C -0.114 1.754 2.803
O -0.980 0.895 2.834
N 0.867 1.756 1.863
C 1.691 2.886 1.503
C 1.243 3.459 0.155
C 1.240 2.372 -0.916
C 0.343 1.207 -0.471
N 0.211 0.239 -1.536
C 1.307 -0.665 -1.802
C 1.219 -2.011 -1.048
N -0.060 -2.640 -1.306
C -0.206 -3.569 -2.307
C 0.784 -4.544 -2.523
C 0.635 -5.525 -3.478
C -0.506 -5.590 -4.261
C -1.495 -4.640 -4.052
C -2.738 -4.714 -4.887
F -3.511 -5.771 -4.559
F -3.527 -3.633 -4.781
F -2.469 -4.852 -6.200
C -1.360 -3.645 -3.099
C -1.140 -1.754 -0.920
C -1.064 -0.430 -1.696
C 0.874 0.691 0.882
S -1.507 3.573 4.352
H -1.896 6.150 5.903
H -2.164 4.853 7.062
H -0.707 5.850 7.180
H 1.350 4.515 6.332
H 2.005 2.781 4.513
H 1.623 3.653 2.274
H 2.732 2.548 1.433
H 1.912 4.272 -0.130
H 0.236 3.868 0.262
H 0.871 2.768 -1.862
H 2.260 2.016 -1.076
H -0.659 1.610 -0.289
H 2.252 -0.173 -1.572
H 1.293 -0.887 -2.877
H 2.037 -2.647 -1.378
H 1.312 -1.857 0.031
H 1.673 -4.549 -1.912
H 1.415 -6.259 -3.611
H -0.630 -6.353 -5.012
H -2.154 -2.924 -2.995
H -2.102 -2.243 -1.069
H -1.033 -1.556 0.152
H -1.867 0.237 -1.382
H -1.187 -0.640 -2.766
H 0.240 -0.105 1.274
H 1.904 0.332 0.777

57
Properties=species:S:1:pos:R:3 method="wB97M-V/def2-TZVPD" spin_multiplicity=1 lumo_energy_ev=0.5 smiles="O=C(c1cc(S(=O)(=O)N2CCOCC2)ccc1F)N1CCN(Cc2ccccc2)CC1" energy_ev=-49448.62901 relative_energy_kcal_mol=42.6
O 0.938 -3.851 -1.072
C 1.284 -2.722 -0.798
C 2.165 -2.450 0.398
C 1.603 -2.054 1.605
C 2.406 -1.863 2.711
S 1.618 -1.212 4.181
O 0.443 -1.969 4.480
O 2.605 -1.023 5.204
N 1.110 0.261 3.539
C 2.169 1.242 3.436
C 1.656 2.408 2.586
O 0.481 2.961 3.125
C -0.537 1.994 3.251
C -0.083 0.832 4.135
C 3.769 -2.084 2.664
C 4.346 -2.500 1.475
C 3.539 -2.670 0.362
F 4.113 -3.024 -0.798
N 0.919 -1.634 -1.504
C 1.227 -0.264 -1.179
C -0.057 0.470 -0.780
N -1.008 0.388 -1.869
C -2.199 1.188 -1.636
C -3.020 1.308 -2.892
C -4.395 1.127 -2.873
C -5.136 1.254 -4.036
C -4.506 1.556 -5.231
C -3.132 1.733 -5.258
C -2.394 1.613 -4.095
C -1.331 -0.999 -2.153
C -0.063 -1.747 -2.562
H 0.542 -1.890 1.699
H 2.466 1.601 4.431
H 3.029 0.768 2.960
H 1.465 2.045 1.564
H 2.387 3.217 2.557
H -0.811 1.610 2.257
H -1.391 2.507 3.694
H 0.124 1.202 5.149
H -0.835 0.046 4.187
H 4.356 -1.928 3.555
H 5.405 -2.688 1.396
H 1.961 -0.216 -0.373
H 1.642 0.216 -2.072
H 0.170 1.523 -0.592
H -0.453 0.025 0.154
H -2.817 0.775 -0.819
H -1.870 2.189 -1.334
H -4.891 0.887 -1.943
H -6.206 1.113 -4.008
H -5.084 1.651 -6.138
H -2.637 1.967 -6.189
H -1.323 1.746 -4.107
H -2.053 -1.026 -2.971
H -1.779 -1.497 -1.274
H -0.269 -2.805 -2.722
H 0.345 -1.306 -3.476

56
Properties=species:S:1:pos:R:3 method="wB97M-V/def2-TZVPD" spin_multiplicity=5 lumo_energy_ev="-7.4 / -8.6" energy_ev=-69708.97200 charge=+2 relative_energy_kcal_mol=0.0
C 3.102 6.285 -1.368
C 3.433 6.560 -2.668
H 3.837 6.035 -0.601
H 2.035 6.251 -1.062
C 2.896 5.749 -3.747
C 2.323 4.546 -3.479
H 2.259 4.169 -2.444
H 1.955 3.939 -4.317
C 4.365 7.672 -3.068
H 4.792 8.178 -2.195
H 3.825 8.417 -3.672
H 5.189 7.279 -3.685
C 2.970 6.206 -5.197
H 3.999 6.251 -5.582
H 2.509 7.191 -5.378
H 2.424 5.486 -5.820
Fe -0.103 -0.149 -0.091
O 0.478 1.651 -0.742
C -0.310 2.564 -0.351
O -2.053 0.434 -0.727
C -2.367 1.577 -1.121
O -3.494 1.887 -1.727
N -1.559 2.684 -0.968
C -3.486 3.340 -2.032
C -2.153 3.885 -1.584
H -4.317 3.802 -1.495
H -3.672 3.449 -3.106
H -2.218 4.695 -0.852
H -1.562 4.191 -2.455
C -0.081 3.345 0.824
C 0.889 2.989 1.699
H -0.817 4.118 1.064
H 1.631 2.222 1.461
H 0.968 3.492 2.662
N 0.704 -2.278 2.170
C 1.780 -1.474 1.806
C 2.984 -1.601 2.512
C 4.093 -0.872 2.097
C 3.960 -0.026 0.984
C 2.733 0.085 0.350
N 1.641 -0.628 0.766
C -0.312 -2.756 1.349
C -0.874 -4.006 1.650
C -1.825 -4.534 0.784
C -2.190 -3.792 -0.352
C -1.618 -2.545 -0.566
N -0.695 -2.014 0.290
H 0.901 -2.881 2.960
H 3.004 -2.295 3.349
H 5.043 -0.958 2.618
H 4.797 0.560 0.607
H 2.574 0.747 -0.505
H -0.513 -4.523 2.543
H -2.277 -5.502 0.982
H -2.922 -4.166 -1.070
H -1.893 -1.911 -1.411

57
Properties=species:S:1:pos:R:3 method="wB97M-V/def2-TZVPD" spin_multiplicity=2 lumo_energy_ev="-9.9 / -10.2" energy_ev=-181637.66677 charge=+3 relative_energy_kcal_mol=27.9
Ir 0.067 -0.104 -0.225
C 1.776 -2.127 -4.110
C 1.048 -1.686 -2.879
N 0.977 -0.497 -2.419
N 1.623 0.532 -3.039
C 1.555 1.743 -2.469
N 2.211 2.748 -3.011
S 0.596 2.013 -1.066
C 0.358 -2.704 -2.048
C 0.242 -4.004 -2.498
C -0.337 -4.972 -1.687
C -0.770 -4.598 -0.434
C -0.645 -3.271 -0.052
N -0.115 -2.321 -0.832
H 2.320 -1.340 -4.623
H 1.071 -2.548 -4.829
H 2.494 -2.907 -3.853
H 2.170 0.370 -3.875
H 2.787 2.650 -3.836
H 2.161 3.668 -2.596
H 0.602 -4.278 -3.479
H -0.425 -5.994 -2.030
H -1.197 -5.314 0.255
H -0.960 -2.976 0.935
I 2.418 -1.009 0.607
C 2.543 0.363 2.155
C 3.621 0.373 2.977
C 3.668 1.351 4.000
C 2.653 2.250 4.123
C 1.532 2.235 3.251
C 0.513 3.211 3.362
C -0.549 3.196 2.512
C -0.648 2.185 1.529
C 0.311 1.217 1.382
C 1.451 1.244 2.234
H 4.431 -0.338 2.871
H 4.516 1.377 4.670
H 2.689 3.007 4.896
H 0.598 3.972 4.127
H -1.319 3.955 2.578
H -1.515 2.191 0.878
C -2.444 0.369 3.063
Se -1.809 -0.955 1.805
C -3.361 -1.137 0.679
C -3.565 0.071 -0.197
Se -2.118 0.211 -1.481
C -2.459 2.055 -1.975
H -3.116 -0.157 3.739
H -2.957 1.185 2.564
H -1.580 0.740 3.607
H -4.229 -1.313 1.314
H -3.193 -2.040 0.090
H -3.608 1.010 0.353
H -4.485 -0.027 -0.776
H -3.506 2.097 -2.272
H -1.827 2.304 -2.820
H -2.264 2.723 -1.142

53
Properties=species:S:1:pos:R:3 method="wB97M-V/def2-TZVPD" spin_multiplicity=1 lumo_energy_ev=0.6 energy_ev=-32342.86079 relative_energy_kcal_mol=414.3
C 4.235 1.208 1.735
H 4.808 2.046 2.145
O 3.002 1.307 2.041
C 2.064 0.191 1.594
C 2.405 -0.929 0.551
C 1.393 -1.778 0.335
C 0.048 -1.803 0.948
C -0.224 -0.686 1.585
C 0.663 0.262 2.031
H 0.483 0.943 2.840
H -1.253 -0.472 2.144
C -0.904 -2.643 0.173
H -0.381 -3.897 0.458
H -0.754 -2.626 -0.782
C -2.255 -2.657 0.621
N -2.984 -1.504 0.355
C -3.514 -0.740 1.062
O -3.673 -0.756 2.298
C -4.119 0.683 0.218
H -5.270 0.298 0.161
H -4.352 1.387 0.911
C -3.650 1.166 -0.836
C -2.105 1.558 -0.713
C -1.695 2.451 0.261
N -0.279 2.694 -0.253
C 0.249 1.662 -0.959
C 1.457 1.235 -1.443
C 1.641 0.623 -2.448
C 0.436 -0.310 -2.782
C -0.724 -0.089 -2.353
C -0.944 1.035 -1.495
H -1.623 -0.635 -2.953
H 0.714 -0.984 -3.633
H 2.563 0.151 -2.855
H 2.254 1.926 -1.073
C 0.582 3.654 0.755
H 1.370 2.935 1.069
H -0.076 3.992 1.716
H 0.964 4.233 0.058
H -2.298 3.147 0.866
H -3.518 0.245 -1.624
H -4.219 2.023 -1.107
H -2.878 -1.320 -0.719
H -2.356 -2.733 1.865
H -2.890 -3.476 0.344
O 1.879 -2.749 -0.625
C 3.094 -2.871 -1.125
H 3.904 -3.092 -0.362
H 3.013 -3.516 -1.956
H 3.133 -1.789 -1.675
H 3.408 -0.727 0.263
H 4.719 0.330 1.900
H 4.461 1.395 0.467